Record 1
85
Properties=species:S:1:pos:R:3:mulliken_charge:R:1 method="wB97M-V/def2-TZVPD" e_lumo_ha=0.0040 charge=0 e_tot_ev=-79029.4258 gap_ha=0.3091 spin_multiplicity=1 smiles="[H]/N=C(/N)NCCCC[C@H](O[C@@](N)([C@@H](CCC(N)=O)O[C@@H](COCC)C(F)(F)C(F)F)P(C)O)C(F)(F)c1cccc(C(F)(F)F)c1"
H -0.558 -2.138 -4.405 0.272
N -1.116 -2.720 -3.787 -0.648
C -0.367 -3.631 -3.326 0.308
N -0.897 -4.642 -2.534 -0.547
N 1.027 -3.696 -3.648 -0.405
C 1.892 -3.599 -2.452 -1.121
C 1.833 -2.190 -1.861 -0.608
C 1.515 -2.140 -0.360 -0.555
C 0.699 -0.894 -0.028 -0.098
C 0.415 -0.733 1.479 -0.869
O -0.957 -0.688 1.850 -0.042
C -1.843 0.369 1.608 1.027
N -1.387 1.656 2.201 -0.095
C -2.219 0.639 0.123 0.532
C -3.246 -0.285 -0.565 -1.935
C -2.889 -1.746 -0.838 0.663
C -3.020 -2.720 0.300 -0.157
N -1.887 -3.390 0.723 -0.246
O -4.094 -2.964 0.767 -0.580
O -2.804 1.942 0.063 -0.443
C -2.199 2.891 -0.783 -0.147
C -0.724 3.176 -0.454 -0.926
O -0.253 4.289 -1.186 -0.398
C -0.259 5.482 -0.436 -0.069
C 0.974 5.598 0.481 -1.053
C -2.495 2.673 -2.278 0.653
F -2.351 3.863 -2.911 -0.331
F -3.792 2.314 -2.426 -0.317
C -1.628 1.667 -3.047 0.855
F -0.371 2.127 -3.142 -0.234
F -2.131 1.557 -4.303 -0.357
P -3.372 -0.225 2.583 -0.084
C -2.775 0.096 4.281 -1.108
O -4.428 1.025 2.371 -0.550
C 1.360 0.306 2.098 0.971
F 1.052 0.441 3.420 -0.413
F 1.257 1.523 1.513 -0.039
C 2.813 -0.125 1.988 -0.213
C 3.396 -0.875 3.019 -0.657
C 4.742 -1.273 2.954 -0.940
C 5.521 -0.929 1.851 -0.812
C 4.932 -0.187 0.820 -0.140
C 5.731 0.160 -0.401 0.909
F 5.478 1.383 -0.849 -0.261
F 5.420 -0.686 -1.409 -0.240
F 7.040 0.051 -0.210 -0.285
C 3.593 0.230 0.891 -0.076
H -1.871 -4.444 -2.352 0.348
H -0.417 -4.778 -1.655 0.256
H 1.184 -4.620 -4.045 0.314
H 2.906 -3.845 -2.748 0.449
H 1.609 -4.350 -1.709 0.390
H 1.006 -1.689 -2.363 0.173
H 2.733 -1.630 -2.092 0.549
H 0.935 -3.032 -0.118 0.329
H 2.423 -2.196 0.237 0.419
H -0.228 -0.991 -0.583 -0.332
H 1.217 -0.027 -0.428 0.693
H 0.769 -1.662 1.923 0.644
H -2.200 2.166 2.528 0.465
H -0.904 1.402 3.058 0.316
H -1.337 0.622 -0.514 -0.241
H -3.321 0.150 -1.557 0.358
H -4.238 -0.171 -0.146 0.368
H -3.628 -2.108 -1.551 0.678
H -1.945 -1.826 -1.374 -0.520
H -1.054 -2.859 0.515 -0.171
H -1.953 -3.626 1.703 0.324
H -2.711 3.828 -0.568 0.716
H -0.083 2.326 -0.659 -0.177
H -0.705 3.399 0.606 0.820
H -0.257 6.311 -1.135 0.511
H -1.178 5.569 0.147 0.166
H 1.585 4.718 0.311 0.224
H 0.688 5.611 1.528 0.314
H 1.549 6.491 0.267 0.330
H -1.643 0.663 -2.628 -0.235
H -1.818 -0.398 4.430 0.271
H -3.500 -0.366 4.942 0.444
H -2.700 1.157 4.508 0.262
H -5.283 0.611 2.231 0.353
H 2.825 -1.143 3.894 0.540
H 5.174 -1.831 3.768 0.427
H 6.553 -1.232 1.795 0.515
H 3.184 0.818 0.085 0.516


Record 2
76
Properties=species:S:1:pos:R:3:mulliken_charge:R:1 method="wB97M-V/def2-TZVPD" e_lumo_ha=-0.0156 charge=0 e_tot_ev=-99474.3332 relative_energy_kcal_mol=2.4 gap_ha=0.2519 spin_multiplicity=1
Sr 0.027 0.321 -0.273 1.494
N -2.404 1.287 -0.926 0.050
C -2.774 1.429 -2.338 -1.154
C -2.173 0.310 -3.177 -0.955
N -0.707 0.244 -3.172 1.329
C -0.292 -1.043 -3.760 -0.990
C 1.138 -1.456 -3.451 -0.866
N 1.275 -1.565 -2.010 -0.282
C -0.110 1.335 -3.933 -0.960
C 0.071 2.681 -3.215 -1.442
N 0.326 2.601 -1.773 -0.232
H -2.691 0.373 -0.578 -0.100
H -2.950 1.959 -0.396 0.191
H -2.435 2.408 -2.677 0.269
H -3.863 1.409 -2.484 0.589
H -2.559 0.378 -4.208 0.285
H -2.541 -0.636 -2.773 0.557
H -0.467 -1.054 -4.848 0.286
H -0.944 -1.810 -3.338 0.505
H 1.863 -0.724 -3.814 0.378
H 1.357 -2.391 -3.987 0.461
H 2.240 -1.732 -1.742 0.176
H 0.724 -2.341 -1.653 0.158
H -0.699 1.527 -4.847 0.227
H 0.870 0.999 -4.278 0.615
H -0.798 3.316 -3.390 0.429
H 0.906 3.183 -3.718 0.424
H -0.267 3.227 -1.245 0.211
H 1.280 2.817 -1.521 0.228
O 5.469 -0.981 4.621 -0.732
C 4.338 -0.608 4.960 0.518
O 3.814 -0.503 6.077 -0.725
C 3.440 -0.145 3.789 -0.932
C 3.935 -0.024 2.502 -1.030
C 3.107 0.425 1.487 1.292
N 1.808 0.701 1.668 -0.260
C 1.328 0.599 2.915 1.232
C 2.114 0.197 3.988 -0.792
C -0.101 0.997 3.125 0.347
C -0.675 0.924 4.397 -0.496
C -1.958 1.387 4.596 -0.621
C -2.646 1.915 3.515 -0.896
C -2.017 1.905 2.287 -0.212
N -0.785 1.449 2.065 0.008
C 3.659 0.668 0.121 -0.085
C 5.038 0.753 -0.093 -0.995
C 5.512 1.004 -1.364 -0.649
C 4.603 1.178 -2.398 -1.183
C 3.258 1.086 -2.092 -0.195
N 2.786 0.833 -0.876 0.906
H 4.968 -0.301 2.359 0.531
H 1.764 0.137 5.006 0.623
H -0.120 0.515 5.222 0.402
H -2.408 1.340 5.577 0.436
H -3.646 2.313 3.608 0.432
H -2.539 2.314 1.427 0.291
H 5.725 0.641 0.730 0.401
H 6.575 1.075 -1.542 0.421
H 4.921 1.387 -3.409 0.483
H 2.513 1.227 -2.863 0.259
C -2.428 -2.078 2.906 -1.053
Ge -2.745 -2.500 1.010 0.292
C -4.347 -1.464 0.466 -1.274
C -3.284 -4.392 0.953 -1.252
C -1.243 -2.001 -0.069 -0.942
H -3.139 -2.591 3.551 0.447
H -2.519 -1.007 3.083 0.099
H -1.425 -2.382 3.201 0.389
H -5.257 -1.891 0.883 0.435
H -4.457 -1.451 -0.621 0.314
H -4.290 -0.437 0.827 0.331
H -4.168 -4.589 1.556 0.373
H -2.471 -5.013 1.324 0.375
H -3.492 -4.696 -0.074 0.342
H -1.497 -2.300 -1.101 -0.079
H -0.419 -2.671 0.222 0.544


Record 3
71
Properties=species:S:1:pos:R:3:nbo_charge:R:1 method="wB97M-V/def2-TZVPD" e_lumo_ha=0.0144 charge=0 e_tot_ev=-38208.3904 relative_energy_kcal_mol=2.7 gap_ha=0.3029 spin_multiplicity=1 smiles="CC1CCN(c2c(NC[C@H]3CC[C@H](C(=O)NCCC4=CCCCC4)CC3)c(=O)c2=O)CC1"
C -9.458 -0.841 -0.511 -0.597
C -8.034 -0.997 -1.034 -0.216
C -7.282 -2.090 -0.270 -0.410
C -5.843 -2.203 -0.773 -0.221
N -5.165 -0.926 -0.670 -0.393
C -4.352 -0.701 0.372 0.126
C -3.606 0.375 0.868 0.098
N -3.383 1.658 0.503 -0.584
C -2.335 2.405 1.168 -0.210
C -0.922 1.960 0.760 -0.233
C 0.124 2.672 1.616 -0.388
C 1.527 2.190 1.257 -0.390
C 1.811 2.432 -0.229 -0.301
C 3.220 1.992 -0.618 0.689
O 4.043 2.764 -1.064 -0.628
N 3.464 0.673 -0.452 -0.620
C 4.751 0.068 -0.694 -0.220
C 5.389 -0.436 0.608 -0.415
C 6.738 -1.050 0.357 0.004
C 7.861 -0.430 0.693 -0.178
C 9.235 -0.977 0.455 -0.435
C 9.214 -2.152 -0.517 -0.392
C 8.084 -3.103 -0.145 -0.389
C 6.743 -2.394 -0.319 -0.440
C 0.755 1.740 -1.094 -0.386
C -0.644 2.223 -0.721 -0.402
C -3.130 -0.403 2.020 0.422
O -2.480 -0.157 3.012 -0.576
C -3.849 -1.596 1.432 0.434
O -3.931 -2.785 1.648 -0.567
C -5.818 0.135 -1.404 -0.198
C -7.258 0.317 -0.915 -0.409
H -10.004 -1.775 -0.613 0.211
H -9.987 -0.070 -1.067 0.208
H -9.448 -0.562 0.540 0.205
H -8.078 -1.279 -2.093 0.192
H -7.784 -3.050 -0.393 0.217
H -7.269 -1.849 0.795 0.205
H -5.292 -2.942 -0.192 0.252
H -5.839 -2.502 -1.827 0.189
H -3.558 1.915 -0.458 0.388
H -2.453 2.250 2.242 0.231
H -2.481 3.464 0.943 0.198
H -0.850 0.884 0.948 0.205
H -0.072 2.471 2.670 0.220
H 0.054 3.750 1.456 0.195
H 2.267 2.719 1.860 0.220
H 1.602 1.126 1.491 0.191
H 1.768 3.509 -0.421 0.223
H 2.763 0.091 -0.023 0.388
H 5.381 0.836 -1.147 0.239
H 4.631 -0.761 -1.400 0.186
H 4.725 -1.176 1.065 0.194
H 5.485 0.408 1.294 0.214
H 7.820 0.531 1.188 0.199
H 9.655 -1.297 1.416 0.206
H 9.881 -0.181 0.075 0.213
H 9.052 -1.782 -1.532 0.196
H 10.174 -2.672 -0.497 0.207
H 8.200 -3.412 0.896 0.197
H 8.115 -3.998 -0.769 0.206
H 6.543 -2.258 -1.387 0.207
H 5.938 -3.012 0.086 0.208
H 0.953 1.949 -2.148 0.218
H 0.804 0.657 -0.955 0.192
H -1.376 1.704 -1.345 0.200
H -0.725 3.295 -0.921 0.197
H -5.261 1.063 -1.284 0.195
H -5.821 -0.138 -2.466 0.197
H -7.744 1.099 -1.500 0.213
H -7.240 0.634 0.131 0.205


Record 4
80
Properties=species:S:1:pos:R:3:mulliken_charge:R:1 method="wB97M-V/def2-TZVPD" e_lumo_ha=0.1613 charge=-2 e_tot_ev=-134127.8064 relative_energy_kcal_mol=13.5 gap_ha=0.2020 spin_multiplicity=1
Ag 0.014 0.322 -1.543 1.820
N -1.985 4.431 -0.885 -0.523
C -1.816 3.059 -0.987 -0.007
S -1.287 2.446 -2.480 -0.401
N -2.128 2.443 0.142 -0.929
N -1.987 1.111 0.094 0.676
C -2.332 0.449 1.144 -0.382
C -2.862 1.072 2.390 0.067
C -4.003 1.874 2.369 -0.210
C -4.488 2.442 3.537 -0.697
C -3.835 2.227 4.745 -0.365
C -2.694 1.439 4.775 -0.933
C -2.214 0.865 3.605 0.423
C -2.183 -1.024 1.099 -0.213
C -2.854 -1.844 2.014 -0.658
C -2.688 -3.216 1.943 -0.720
C -1.865 -3.748 0.962 -1.307
C -1.249 -2.862 0.088 -0.053
N -1.395 -1.548 0.148 0.991
H -1.423 4.947 -1.541 0.278
H -1.958 4.758 0.070 0.262
H -4.492 2.060 1.423 0.412
H -5.375 3.064 3.503 0.364
H -4.210 2.679 5.656 0.361
H -2.168 1.278 5.709 0.391
H -1.316 0.257 3.623 0.419
H -3.496 -1.406 2.766 0.510
H -3.200 -3.861 2.648 0.381
H -1.694 -4.813 0.873 0.483
H -0.597 -3.229 -0.701 0.154
C -3.193 -3.944 -2.995 -0.973
N -1.830 -3.483 -3.116 0.266
C -0.783 -4.344 -3.237 0.196
C 0.478 -3.892 -3.309 -0.891
C 0.713 -2.444 -3.273 0.451
O 1.871 -2.020 -3.416 -0.840
N -0.340 -1.616 -3.048 -0.327
C -1.611 -2.078 -2.995 0.182
O -2.615 -1.392 -2.842 -0.713
H -3.201 -5.033 -3.062 0.302
H -3.817 -3.525 -3.787 0.284
H -3.624 -3.632 -2.043 0.263
H -1.034 -5.399 -3.271 0.248
H 1.319 -4.560 -3.410 0.372
C 2.376 2.102 -4.170 -0.385
C 3.435 1.041 -4.408 -0.323
O 2.935 -0.070 -5.129 -0.550
H 2.793 2.960 -3.636 0.221
H 1.565 1.701 -3.560 -0.186
H 1.955 2.442 -5.119 0.328
H 3.850 0.717 -3.447 0.200
H 4.257 1.457 -5.004 0.319
H 2.495 -0.646 -4.470 0.437
C 4.292 -1.048 1.946 -1.121
Si 2.607 -1.063 1.064 0.017
C 2.533 -2.709 0.147 -0.461
C 1.340 -1.173 2.471 -0.778
As 2.374 0.620 -0.495 -0.513
Si 2.167 2.488 0.843 0.208
C 3.754 2.880 1.819 -1.166
C 1.894 3.931 -0.345 -0.874
C 0.798 2.578 2.140 -0.629
H 4.429 -1.944 2.562 0.302
H 4.390 -0.171 2.590 0.247
H 5.096 -1.007 1.208 0.253
H 2.624 -3.563 0.827 0.359
H 3.330 -2.760 -0.598 0.294
H 1.591 -2.792 -0.398 -0.346
H 1.496 -2.091 3.051 0.526
H 0.326 -1.187 2.069 -0.202
H 1.430 -0.323 3.149 0.335
H 4.628 2.869 1.164 0.252
H 3.909 2.123 2.593 0.236
H 3.694 3.858 2.310 0.325
H 2.782 4.075 -0.967 0.276
H 1.680 4.869 0.179 0.305
H 1.059 3.702 -1.014 0.089
H 0.931 1.813 2.908 0.216
H -0.191 2.453 1.695 -0.142
H 0.825 3.556 2.637 0.519